31
Properties=species:S:1:pos:R:3:forces:R:3 method="wB97M-V/def2-TZVPD" gap_ev=9.542 de_lowest_kj_mol=134.1 e_tot_ev=-440912.5059 multiplicity=1
C 6.063974 6.751836 -3.549311 1.0 0.3 0.2
N 4.975999 7.596256 -2.907549 0.6 -1.9 0.8
O 3.884363 7.340069 -3.410732 0.6 1.5 1.1
O 5.260854 8.207880 -1.859430 -1.2 -0.7 -2.4
H 6.128185 6.932739 -4.622278 -0.3 0.1 0.2
H 5.849770 5.698520 -3.368356 -0.5 0.2 0.0
H 7.030541 6.946833 -3.084761 -0.2 0.4 0.0
C -4.378198 -2.642842 5.680042 1.4 0.3 -1.5
C -3.598871 -3.754363 5.915658 -2.5 -0.4 2.9
C -2.498274 -4.120691 5.283484 3.7 0.3 -3.7
C -2.053810 -3.321309 4.173289 -2.5 0.5 0.7
C -2.854590 -2.197924 3.820360 0.7 -0.7 0.4
C -3.958316 -1.840276 4.605129 -0.9 -0.5 0.8
N -0.870235 -3.697697 3.378554 1.4 -1.1 1.6
O -0.306868 -4.769922 3.627923 -1.3 0.5 0.0
O -0.376122 -2.884715 2.649419 -0.4 1.0 -0.9
H -5.224285 -2.511927 6.338381 -0.1 0.6 -0.3
H -3.949672 -4.334944 6.756041 0.2 -0.5 0.1
H -1.872796 -4.980983 5.470781 -0.3 -0.2 0.4
H -2.648137 -1.589241 2.952432 0.4 -0.1 0.0
H -4.575119 -0.976918 4.403755 0.3 0.2 -0.5
C 4.665601 -1.491966 -3.955976 1.0 -0.4 -0.1
Br 4.688219 -1.978681 -5.885465 -0.4 0.5 1.2
Br 6.254118 -0.330592 -3.599621 -1.0 -0.8 -0.1
Br 4.645417 -3.149243 -2.903159 0.2 0.7 -0.3
H 3.804449 -0.943016 -3.574946 0.1 0.0 -0.8
C -4.881613 0.467538 -4.587673 0.5 0.1 0.6
Br -5.648642 1.556821 -3.076213 0.3 -1.0 -1.3
Br -5.757145 -1.256528 -4.923807 0.2 1.1 0.2
Br -2.978919 0.187790 -4.263908 -0.3 -0.1 0.2
H -4.819879 1.087496 -5.482062 -0.8 -0.2 0.2


23
Properties=species:S:1:pos:R:3:forces:R:3 method="wB97M-V/def2-TZVPD" gap_ev=8.874 de_lowest_kj_mol=588.6 e_tot_ev=-85116.5616 multiplicity=1
C -2.873639 1.375253 0.216094 -0.5 1.2 0.1
C -2.640531 0.450325 -0.770437 0.5 -1.6 -0.8
C -1.965133 1.632614 1.231285 -0.5 2.1 2.0
C -1.454915 -0.370660 -0.614319 -1.1 -0.9 -1.5
C -0.763960 0.985142 1.296335 1.7 0.9 1.7
C -0.625192 0.001580 0.381651 3.6 -2.5 -0.4
C 2.528542 0.651610 -0.877726 0.1 3.1 2.0
C 1.896193 -0.719403 -0.902654 0.1 -0.3 -1.3
C 1.264420 -1.172913 0.366841 -2.4 3.0 1.2
N 0.566323 -2.427917 0.505509 -2.1 -0.4 0.4
O 0.137994 -2.747556 1.618754 1.0 -0.1 -1.2
O 0.198507 -2.956233 -0.546201 0.7 0.1 0.4
Br 2.192838 -0.700697 1.972399 0.0 -0.2 -0.3
H -3.718551 2.057903 0.204652 -0.2 -0.4 -0.3
H -3.360402 0.322492 -1.635180 1.0 0.0 1.2
H -2.162478 2.440334 2.051481 0.1 -1.5 -1.8
H -1.201212 -1.336499 -1.212687 -0.6 2.0 0.8
H 0.029478 1.329790 2.047871 -1.2 -1.0 -1.2
H 3.581316 0.522078 -0.498126 -0.9 0.6 -0.9
H 2.413169 1.201198 -1.867497 0.7 -1.0 1.1
H 2.068507 1.440548 -0.096369 0.6 -2.0 -1.6
H 1.113720 -0.625077 -1.689212 0.6 -1.0 0.4
H 2.775007 -1.353911 -1.182465 -1.2 -0.2 -0.1


26
Properties=species:S:1:pos:R:3:forces:R:3 method="wB97M-V/def2-TZVPD" gap_ev="4.906 / 6.606" total_charge=-1 de_lowest_kj_mol=161.2 e_tot_ev=-53686.3063 multiplicity=1
C 1.457666 -2.017499 1.029041 0.5 -0.1 0.6
C 0.258981 -2.574242 0.514118 0.3 -0.5 -0.4
C -0.833353 -1.900578 1.088661 -0.5 -0.4 -0.2
C -0.337789 -0.920251 1.966108 0.6 0.1 1.1
C 1.087931 -1.003136 1.973179 0.1 -0.4 0.9
Y 0.804666 0.163620 -0.111619 -0.1 1.0 4.0
N 3.176932 1.714882 1.611056 -0.3 -0.4 -4.0
C 0.877949 -0.532486 -2.218307 1.4 0.7 1.9
C 0.145002 -1.583129 -2.757073 -2.6 -2.1 -1.1
H -1.893060 -2.194589 0.995163 0.7 0.4 -0.2
H 0.212721 -3.453500 -0.154520 -0.1 0.9 0.4
H -0.935426 -0.287426 2.637035 0.4 -0.2 -0.6
H 1.790985 -0.333643 2.510774 -0.6 -0.5 -0.4
H 2.495502 -2.364790 0.832872 -1.0 0.4 0.1
H 0.373934 -2.735477 -2.519273 -0.3 3.0 -0.6
H 0.503343 0.523553 -1.933146 0.3 -1.6 -3.6
H 3.426231 1.868437 0.475653 -0.4 -0.2 3.1
H -0.955972 -1.369112 -3.134547 2.5 -0.5 0.8
H 1.894786 -0.776179 -1.682061 -1.1 0.3 -1.6
Cl -2.960572 3.811856 -1.691476 -0.1 0.0 0.3
C -2.318482 3.321735 -0.120702 0.8 -1.0 -0.1
Cl -1.305982 4.611279 0.577074 -0.5 -0.1 -0.2
Cl -3.629977 2.884463 1.008628 0.2 0.1 -0.2
C -1.392202 2.022366 -0.288310 2.1 -0.8 0.8
O -1.428467 1.243382 -1.270293 -0.6 1.3 1.1
O -0.515347 1.880461 0.661964 -1.8 0.6 -1.4


26
Properties=species:S:1:pos:R:3:forces:R:3 method="wB97M-V/def2-TZVPD" gap_ev=4.677 total_charge=-2 de_lowest_kj_mol=30.8 e_tot_ev=-28741.1740 multiplicity=1
C 0.450637 -2.925382 0.610957 -0.7 0.1 -0.3
C 0.135964 -2.791740 -0.774577 -0.4 0.1 0.6
C -1.145670 -2.171584 -0.878410 0.2 -0.2 0.6
C -1.629717 -1.934937 0.445226 0.8 -0.5 -0.2
C -0.635558 -2.391560 1.363117 -0.1 -0.3 -0.9
Hg 0.481778 0.700265 0.305644 1.0 -0.1 2.5
N 2.056146 0.678457 1.785951 -0.6 0.0 -0.5
C 2.401097 1.159447 -1.030851 0.4 -0.7 -1.8
C 1.738540 0.382994 -1.969567 0.9 0.9 0.3
H -1.676772 -1.947167 -1.802311 0.1 0.0 0.1
H 0.750336 -3.123643 -1.613144 -0.1 0.1 0.2
H -2.593631 -1.507950 0.700522 0.1 0.1 0.0
H -0.715416 -2.360335 2.446536 0.1 0.1 -0.2
H 1.363554 -3.361477 1.018513 -0.2 0.3 -0.1
H 1.877629 -0.702733 -2.032634 -0.2 0.5 0.2
H 3.209103 0.765192 -0.410927 -0.6 0.0 0.2
H 1.453406 0.694273 2.637585 0.3 0.0 -0.4
H 1.133974 0.873288 -2.739023 0.0 -0.3 0.3
H 2.353621 2.254424 -1.098476 -0.2 -0.5 0.1
F -2.046641 1.375972 1.792540 -0.4 0.3 -0.4
C -1.509727 1.567537 0.540506 1.4 -0.5 -0.9
F -2.371823 1.069178 -0.404863 -1.1 0.6 0.2
C -1.335175 3.074867 0.326691 0.6 -1.1 0.5
F -2.469863 3.771935 0.526678 0.0 0.7 -0.1
F -0.378588 3.530827 1.197770 -1.2 0.2 -0.9
F -0.897204 3.319853 -0.943455 -0.4 0.3 0.8


21
Properties=species:S:1:pos:R:3:forces:R:3 method="wB97M-V/def2-TZVPD" gap_ev="7.516 / 6.281" de_lowest_kj_mol=283.7 e_tot_ev=-20309.0903 multiplicity=1
C -2.141883 2.685908 0.083871 0.5 -1.3 -1.1
C -2.413682 1.316833 -0.019115 3.9 2.3 0.8
C -0.885570 3.171574 -0.154130 0.3 -1.9 0.6
C -1.344023 0.454928 0.011334 -1.2 -2.1 -0.2
C 0.161365 2.298237 -0.240142 -0.4 -0.9 0.5
C -0.000334 0.917251 0.014400 -1.1 0.3 -1.1
C 2.016764 -2.514830 0.213142 -1.1 2.1 1.1
C 0.865294 -1.516357 0.151190 -1.4 0.5 -1.2
C 1.040835 -0.025594 0.066065 3.0 -0.8 1.5
F 3.834258 1.125490 -1.787236 -0.4 -0.3 0.9
I 2.996769 0.551871 0.343129 -0.8 0.5 -1.2
H -2.927877 3.335442 0.105298 -2.1 1.7 0.3
H -3.380294 1.061664 -0.063818 -3.3 -1.5 0.0
H -0.596263 4.156109 -0.263809 -0.2 2.2 -0.2
H -1.682563 -0.640841 -0.017932 1.2 1.6 0.2
H 1.049766 2.768077 -0.532377 1.7 -0.1 -0.1
H 2.358954 -2.404868 1.252843 0.9 -0.5 -0.7
H 2.673335 -2.471780 -0.611753 1.5 0.9 -0.4
H 1.623270 -3.453557 0.044919 -1.2 -2.2 0.3
H 0.113085 -1.778490 0.884741 0.2 0.2 1.1
H 0.168593 -1.636653 -0.664744 0.2 -0.8 -1.3


21
Properties=species:S:1:pos:R:3:forces:R:3 method="wB97M-V/def2-TZVPD" gap_ev="5.945 / 5.946" de_lowest_kj_mol=266.0 e_tot_ev=-19081.7045 multiplicity=1
C 2.201001 1.852165 -0.899871 -2.0 -0.7 0.8
C 2.336404 2.112267 0.480379 -2.6 -3.4 -1.1
C 1.190277 0.929441 -1.375760 1.0 0.6 0.4
C 1.558606 1.340278 1.393961 -0.3 0.6 -2.6
C 0.425271 0.225435 -0.499616 0.6 0.5 0.1
C 0.602885 0.415734 0.919151 -0.1 -0.2 -0.7
C -0.572729 -0.785182 -1.048135 -2.8 3.6 0.1
C -1.743650 -0.997909 -0.141099 3.4 -0.6 2.5
C -2.076749 -2.400393 0.234756 -1.6 0.8 0.4
N -0.137855 -0.405636 1.649513 -2.4 -2.2 -1.5
I -3.213956 0.457766 0.021706 0.3 -0.3 -0.1
H 2.447530 2.583240 -1.603516 1.3 0.9 -1.0
H 2.976642 2.808120 0.882573 1.3 1.8 0.5
H 0.947898 0.713178 -2.432827 0.7 0.7 0.4
H 1.382528 1.679915 2.364267 0.5 0.2 1.8
H -1.114801 -0.391923 -1.961014 1.1 0.1 0.4
H -0.070514 -1.614524 -1.367832 1.0 -2.8 -0.2
H -2.660011 -2.679003 -0.667976 -0.4 -0.4 0.7
H -2.684443 -2.340266 1.189853 0.5 -0.7 -1.4
H -1.268128 -3.131655 0.290487 0.3 0.6 0.2
H -0.526210 -0.371055 2.571001 0.3 0.9 0.4


24
Properties=species:S:1:pos:R:3:forces:R:3 method="wB97M-V/def2-TZVPD" smiles=CSP(I)n1cc(C)c2cccnc21 gap_ev=8.412 de_lowest_kj_mol=0.0 e_tot_ev=-40700.3339 multiplicity=1
C 1.652267 2.341555 -0.521256 0.2 1.0 0.2
C 0.396114 2.092214 -1.025470 -0.8 -1.9 -0.1
C 2.513478 1.310680 -0.144318 0.2 0.6 1.8
C -1.126214 -1.159864 -0.947297 1.1 -1.3 1.5
C -0.041472 0.749819 -1.080777 3.4 1.5 0.9
C -1.221669 0.086610 -1.399104 -0.7 0.2 -0.3
C 0.882357 -0.179482 -0.481575 -2.6 0.9 -2.0
C -2.354292 0.732922 -2.038358 -0.3 2.5 1.4
C 0.266565 -1.131550 3.369039 -1.5 -0.1 -1.0
N 2.091643 0.052254 -0.087391 1.5 -0.3 0.6
N 0.176901 -1.358125 -0.416336 0.2 -1.4 0.3
P 0.900670 -2.526176 0.641603 0.1 -0.3 -0.4
S -0.435114 -2.396815 2.223662 -0.5 -1.0 0.6
I 0.151876 -4.713592 -0.335403 0.0 0.7 0.3
H 1.880190 3.376556 -0.275439 0.4 -0.2 -0.3
H -0.330952 2.836224 -1.255852 -0.1 0.9 -0.2
H 3.456617 1.549176 0.449996 -1.1 -0.4 -1.4
H -1.911033 -1.872371 -0.719507 0.3 -0.1 -0.5
H -2.084896 1.064840 -3.018296 -0.2 -0.3 -1.0
H -3.248969 0.128772 -1.959617 -0.3 0.3 -0.3
H -2.434264 1.763353 -1.514191 -0.6 -1.6 -0.5
H 0.905098 -1.567067 4.165767 -0.4 0.6 -0.7
H -0.768123 -0.807476 3.689608 1.6 0.2 0.4
H 0.683221 -0.372456 2.680512 0.2 -0.1 1.0


27
Properties=species:S:1:pos:R:3:forces:R:3 method="wB97M-V/def2-TZVPD" gap_ev="6.243 / 6.242" total_charge=+2 de_lowest_kj_mol=0.0 e_tot_ev=-56873.1094 multiplicity=1
O -1.601878 4.249139 0.039637 -0.3 -4.4 -0.1
C -1.643393 3.100546 0.028569 0.4 5.1 0.2
Lu -1.582015 0.655363 0.019829 -1.5 -0.8 -1.6
O -2.349891 0.961863 3.491400 1.0 -0.6 -4.4
C -2.072195 0.844706 2.379077 -0.6 0.8 5.1
C -2.857152 -1.306661 0.339159 -2.1 -4.1 1.1
O -3.502243 -2.263992 0.433475 2.3 3.7 -0.7
C -3.250876 0.158493 -1.725802 0.5 -1.2 -0.1
O -4.028045 -0.488023 -2.337832 0.8 1.1 0.5
C -3.944792 1.038312 0.395981 -4.6 0.5 0.9
O -5.082375 1.093912 0.575062 3.8 -0.2 -0.7
H -2.645540 1.063083 -2.193222 -0.2 0.4 -0.3
C 3.724611 -0.924667 0.143933 0.5 -0.2 -0.1
N 2.314536 -0.564785 0.379346 -0.8 0.2 -0.7
C 1.847116 -0.246261 1.739344 0.1 0.0 0.2
C 1.463359 -0.482081 -0.618000 0.3 -0.1 0.6
C 1.821251 -0.751682 -2.022605 0.3 -0.2 -0.6
O 0.242649 -0.134952 -0.358663 0.3 0.0 0.0
H 4.233129 -0.915154 1.116359 -0.1 -0.1 -0.5
H 4.198794 -0.192338 -0.535368 -0.2 -0.3 0.5
H 3.791644 -1.931232 -0.307862 0.0 0.5 0.4
H 1.479832 0.795262 1.801885 0.2 -0.5 -0.1
H 1.052397 -0.943706 2.059244 0.4 0.3 -0.2
H 2.709192 -0.359739 2.399392 -0.3 0.1 0.0
H 1.196190 -1.541939 -2.439814 -0.1 -0.1 0.2
H 1.625819 0.121058 -2.647127 0.0 0.2 0.2
H 2.859876 -1.034524 -2.155393 0.0 0.0 0.0


20
Properties=species:S:1:pos:R:3:forces:R:3 method="wB97M-V/def2-TZVPD" gap_ev=8.885 total_charge=+1 de_lowest_kj_mol=319.2 e_tot_ev=-10974.8744 multiplicity=1
C 3.307880 0.515002 -0.116939 -0.4 -0.1 0.0
C 2.867426 -0.702064 -0.623180 -0.1 0.1 0.1
C 2.379281 1.374096 0.461082 0.0 -0.2 -0.1
C 1.532434 -1.028973 -0.532023 0.5 -0.2 -0.1
C 1.055445 1.001298 0.524811 0.2 0.4 0.2
C -3.354919 0.723301 -0.192876 -0.7 0.1 0.1
C -1.170863 -1.678669 0.666634 0.7 -0.2 0.3
C -2.158361 0.793645 -0.665990 3.6 -2.5 1.4
C -0.671081 -0.582316 0.153847 -5.0 2.4 -1.4
N 0.651050 -0.189489 0.047435 1.3 -0.1 -0.1
H 4.349273 0.785477 -0.175400 0.1 0.1 0.0
H 3.552709 -1.400303 -1.076763 0.0 -0.1 -0.1
H 2.685726 2.323616 0.867912 -0.1 0.1 0.0
H 1.138250 -1.963372 -0.903496 -0.1 0.1 0.0
H 0.293938 1.621646 0.975185 -0.1 -0.1 -0.1
H -4.118708 1.381673 -0.591065 0.0 0.1 -0.1
H -3.675734 0.051462 0.583337 0.1 -0.2 0.2
H -0.559078 -2.419615 1.166192 0.1 -0.1 0.0
H -2.228660 -1.868722 0.651363 -0.2 0.1 -0.1
H -1.637868 1.358666 -1.405978 0.0 0.3 -0.3


21
Properties=species:S:1:pos:R:3:forces:R:3 method="wB97M-V/def2-TZVPD" smiles="CC1=CC=CN2[C@H]3C=CN1[C@H]32" gap_ev=8.767 de_lowest_kj_mol=378.1 e_tot_ev=-12471.6971 multiplicity=1
C -1.874300 1.296528 -0.373458 0.1 0.0 0.2
C -0.071439 -2.005916 -0.185561 -0.4 0.0 -0.3
C -1.397017 0.971146 -1.723490 -0.3 0.2 0.1
C 0.908820 -1.442050 0.722225 0.4 0.5 0.5
C -0.830788 -1.515686 -1.194560 0.0 -0.5 0.2
C -0.874321 1.112018 0.501604 -0.4 0.2 0.1
C 0.049931 0.742581 -1.622647 1.6 -1.4 3.4
C 1.131508 -0.143502 0.956043 -1.4 0.6 -3.7
C 1.992601 0.550993 1.931439 0.1 -0.1 0.1
N -0.764745 -0.356269 -1.941976 0.3 0.0 -0.9
N 0.353031 0.766162 -0.020928 0.1 0.4 0.0
H -2.876354 1.601673 -0.151549 -0.2 0.1 0.1
H -0.270540 -3.049147 0.036349 -0.2 0.0 -0.1
H -1.865671 1.373228 -2.610265 0.1 0.1 0.0
H 1.408220 -2.164632 1.354591 0.1 -0.1 0.1
H -1.588349 -2.179858 -1.599332 0.0 -0.1 0.1
H -0.964279 1.193858 1.573104 0.0 -0.1 0.2
H 0.900256 1.051320 -2.198986 0.1 0.0 -0.3
H 1.394595 1.197473 2.573782 0.0 0.1 0.1
H 2.725540 1.178512 1.425204 0.0 0.0 0.0
H 2.513302 -0.178431 2.548412 0.0 0.0 0.1